Entry 1:
46
Properties=species:S:1:pos:R:3:forces:R:3:mulliken_charge:R:1 method="wB97M-V/def2-TZVPD" multiplicity=1 smiles="CNC(=O)CCS.O.O.O.O.O.O.O.O.O.O" max_force_ha_per_bohr=0.1636 homo_ha=-0.3415 homo_lumo_gap_ev=9.5
S -3.11716 -0.98155 3.05000 -0.99 0.54 -0.27 -0.225
O 0.01656 3.33431 -1.35491 -0.30 -3.09 1.56 -0.637
O 3.46635 0.39099 -1.91641 -0.47 -2.10 3.27 -0.667
O 1.53854 1.47881 2.35045 -0.98 -0.20 -0.34 -0.751
O -0.39466 -3.47853 0.84298 -0.75 1.98 -2.79 -0.765
O 0.29144 2.15175 -3.57049 1.19 -0.22 -1.60 -0.665
O -0.25718 -1.30831 -0.74536 2.11 -1.75 1.71 -0.855
O -0.23502 -1.01961 4.67363 -1.38 1.93 2.04 -0.671
O 0.85566 -1.48765 -3.79145 -2.80 -0.47 -0.44 -0.598
O 1.99846 -0.27924 0.38606 -1.35 0.29 -1.98 -0.848
O 1.84294 -2.38213 1.82964 3.90 0.22 3.29 -0.522
O 1.76845 3.39793 0.44026 -1.26 -8.24 -1.09 -0.661
N -1.61641 -0.03518 -1.71860 -2.03 1.57 -2.54 -0.041
C -2.06614 -1.16238 1.58878 0.57 -4.45 1.18 -0.755
C -2.92256 0.58919 -2.08975 -2.76 -1.08 -0.79 -0.937
C -1.14412 -0.49340 -0.55072 -2.34 1.41 -3.15 0.225
C -1.75118 -0.01723 0.71533 2.01 4.02 1.28 0.521
H -1.16177 -0.40357 -2.60381 -0.22 0.31 1.86 0.371
H 1.45014 2.78950 1.18808 0.84 1.15 -0.58 0.419
H 2.83717 0.21279 -1.09615 1.72 0.85 -2.19 0.432
H -0.61761 -2.79912 0.02544 1.28 -1.93 2.73 0.315
H 2.42581 1.61561 2.66973 0.49 -0.10 0.13 0.303
H 0.15712 -1.44053 3.97441 1.92 -2.59 -2.59 0.303
H 1.90265 4.21869 0.64843 1.17 7.21 2.52 0.262
H -3.61720 -0.21613 -2.57754 1.42 0.88 0.86 0.333
H -0.88513 -4.25978 0.61113 -0.19 -0.68 0.02 0.280
H 0.64690 3.39121 -0.60640 0.09 -0.48 0.15 0.408
H -0.36041 -0.18191 4.21860 -0.17 0.76 0.54 0.337
H 1.20293 -2.98031 1.57872 -2.88 -2.13 -1.43 0.336
H 2.51430 -1.08202 0.43279 0.27 -0.54 0.69 0.323
H -3.64738 0.99030 -1.32308 1.64 -0.40 -0.10 0.306
H 1.60597 -1.08061 -4.13136 2.11 1.22 -0.86 0.302
H -2.27525 -1.00907 4.08398 0.48 -0.06 -0.21 0.189
H 1.21339 -0.59868 -0.17788 0.96 0.39 1.15 0.336
H -2.52032 -2.13595 1.07771 0.48 2.52 0.35 0.276
H -0.54183 1.77026 -3.35489 -0.78 -0.27 0.46 0.260
H 0.73734 2.30327 -2.73551 -0.41 0.29 0.36 0.383
H -0.80531 0.67438 1.15619 -2.24 -1.91 -0.66 -0.093
H 2.35174 -2.94799 2.50650 -0.86 1.53 -1.46 0.283
H 1.58185 0.71976 1.71324 0.44 0.29 0.33 0.448
H 1.10746 -1.90519 -2.99641 0.52 -0.66 1.43 0.282
H -2.96132 1.35141 -2.90773 1.15 -0.35 0.83 0.309
H 0.01476 4.19372 -1.62408 -0.41 3.69 -1.73 0.247
H 3.02537 0.98028 -2.47598 -1.16 1.42 -1.22 0.299
H -2.53383 0.82920 0.67216 0.91 -1.80 -0.53 0.552
H -1.12152 -1.69726 1.91429 -0.93 1.01 -0.19 0.050

Entry 2:
46
Properties=species:S:1:pos:R:3:forces:R:3:mulliken_charge:R:1 method="wB97M-V/def2-TZVPD" multiplicity=1 smiles="C[C@H](O)[C@@H](N)C=O.O.O.O.O.O.O.O.O.O.O" max_force_ha_per_bohr=0.0585 homo_ha=-0.3559 homo_lumo_gap_ev=9.1
O -4.28973 0.25720 -0.10843 -1.10 0.48 -0.88 -0.625
O 0.40552 -4.69832 0.63858 -0.30 0.27 -0.06 -0.627
O -1.82761 0.90759 3.00856 -0.39 0.25 -0.63 -0.537
O -0.22621 0.34667 5.06229 0.08 -0.39 0.49 -0.624
O 2.41979 -3.26061 -1.61645 -0.29 0.04 -0.09 -0.639
O -1.34105 -1.61096 0.96035 -1.14 -0.06 -0.10 -0.596
O -0.76036 -2.60049 -1.63316 0.11 0.44 0.04 -0.687
O 0.77166 2.85512 -1.58935 -0.27 0.23 0.15 -0.600
O -1.49773 3.85330 -0.43580 0.20 1.08 -0.11 -0.673
O 3.87903 -0.52624 -1.16745 -0.37 -0.18 -0.19 -0.614
O 3.03134 2.42300 0.31563 -0.74 0.08 -0.60 -0.670
O 0.67015 -0.27959 -2.68557 0.30 0.52 0.98 -0.686
N -1.36040 0.61428 -0.52323 1.35 -0.30 1.49 -0.576
C 1.07016 -0.92881 0.47083 1.66 -1.49 1.09 -0.093
C -1.90159 1.05458 1.80848 0.17 -0.16 1.38 -0.307
C -0.76400 0.64159 0.89710 -2.10 -0.63 -2.06 0.361
C -0.22471 -0.79594 1.23410 -1.22 2.12 -0.50 0.171
H 2.36910 1.79103 -0.00114 0.13 -0.26 0.29 0.268
H 1.62364 -0.21852 -2.53262 0.09 -0.10 -0.30 0.408
H 0.59567 2.63739 -2.51037 0.08 -0.12 -0.01 0.319
H -4.69773 1.13337 -0.19343 0.44 0.19 0.62 0.306
H -0.52394 -4.86091 0.82805 0.03 -0.22 0.10 0.312
H -4.79261 -0.13834 -0.83734 0.38 -0.75 0.19 0.273
H 1.30741 -0.18871 -0.29235 -0.50 0.03 0.12 -0.382
H -0.06222 3.24235 -1.23787 0.61 -0.39 -0.16 0.367
H -1.08878 4.57579 0.07971 -0.25 -0.52 0.04 0.316
H 3.76632 0.06720 -0.41721 0.26 0.18 -0.07 0.281
H 1.84055 -0.82087 1.26369 -0.05 0.01 -0.57 0.381
H 0.36214 -4.12593 -0.14026 0.23 -0.05 -0.13 0.341
H 0.09018 -2.21920 -1.88973 0.11 -0.30 -0.32 0.268
H -1.33781 1.56600 -0.85134 -0.44 0.10 -0.18 0.084
H 2.62958 -2.35487 -1.36411 0.41 0.11 0.00 0.307
H -1.08586 -0.04712 4.85101 0.40 0.32 -0.05 0.336
H -0.10742 -0.63755 2.29952 0.54 -1.09 0.48 0.601
H -2.81973 1.51966 1.38377 0.45 -0.16 -0.16 0.211
H 4.40867 -0.06152 -1.82467 0.02 0.06 0.24 0.320
H -1.36481 -2.56872 0.78260 1.42 0.79 0.28 0.305
H -1.17277 -1.75840 -1.37977 -0.41 -0.28 0.18 0.410
H 0.00357 1.40991 1.02226 0.19 -0.17 -0.31 0.355
H -1.73646 4.32315 -1.25153 -0.27 -0.22 0.16 0.307
H 2.67599 3.17789 -0.18442 0.51 0.10 0.22 0.352
H 1.89251 -3.15616 -2.41527 0.08 -0.17 -0.12 0.322
H -2.32831 0.27319 -0.42193 0.66 0.43 -0.29 0.261
H -0.10269 1.01864 4.38984 -0.20 -0.03 -0.07 0.315
H 0.33040 0.10098 -1.83575 -0.43 -0.33 -0.92 0.281
H 1.27116 -1.93208 0.04416 -0.44 0.55 0.34 -0.201

Entry 3:
46
Properties=species:S:1:pos:R:3:forces:R:3:mulliken_charge:R:1 method="wB97M-V/def2-TZVPD" multiplicity=1 smiles="CC(C)NC(=O)O.O.O.O.O.O.O.O.O.O.O" max_force_ha_per_bohr=0.1050 homo_ha=-0.3609 homo_lumo_gap_ev=9.9
O -1.20965 -1.12014 -3.99349 -0.11 -2.17 -1.18 -0.709
O 0.12920 -3.27779 -3.05813 0.33 -0.34 0.15 -0.732
O 2.04672 -2.29860 -1.47668 -2.96 3.30 0.37 -0.783
O -0.33086 3.76947 1.17982 -0.08 0.38 0.35 -0.845
O 0.12386 1.02191 3.95184 0.08 1.21 0.88 -0.798
O 1.35875 -2.71351 1.07375 -0.36 -2.19 0.78 -0.741
O 1.49965 1.58875 0.34483 0.11 -0.13 0.53 -0.545
O 1.25316 -0.12551 1.80869 -0.23 0.41 -0.86 -0.892
O 1.93610 3.15770 2.45504 -0.96 1.49 -0.44 -0.731
O 2.43171 -0.01220 -2.80697 0.00 1.08 -0.77 -0.715
O -1.88025 2.41008 2.86371 -2.61 2.97 -1.89 -0.679
O -0.06482 0.93657 -2.73068 1.00 1.46 -0.71 -0.840
N -0.27460 0.23663 0.08700 0.28 -0.18 -0.30 0.435
C 0.86014 0.48111 0.80973 -0.19 1.01 -0.28 0.431
C -2.43261 -0.72130 -0.42175 1.36 3.04 -0.77 -1.515
C -1.13309 -0.94387 0.33055 0.34 -0.38 0.83 0.875
C -1.40831 -1.12144 1.85176 -1.65 0.32 -0.47 -1.173
H -2.51765 1.76577 2.61511 -0.89 -0.66 -0.35 0.312
H 1.60474 -2.60535 0.16559 0.25 0.49 -0.63 0.442
H -2.22845 -1.87438 2.00341 0.49 0.85 -0.24 0.371
H 2.70232 -2.89005 -1.54575 4.25 -3.32 -0.18 0.293
H -2.13879 -0.95686 -4.00834 -0.89 0.14 -0.02 0.301
H 1.03950 3.57629 2.12203 1.43 -0.83 0.29 0.447
H 0.90586 0.63651 -2.72677 -0.72 0.26 -0.01 0.403
H 2.63263 -0.38064 -3.67473 0.01 -0.02 0.13 0.300
H -0.58089 -1.52834 2.35674 1.04 -0.43 0.55 0.333
H 2.37853 -0.75405 -2.20328 0.06 -0.91 0.53 0.444
H -3.02695 0.16450 -0.04587 0.88 -0.70 -0.35 0.288
H 0.38964 0.37345 3.29772 0.52 -0.19 -0.38 0.342
H 2.01094 2.05835 1.08729 -0.66 -0.77 -0.55 0.420
H -0.80109 -0.38976 -3.58069 0.84 2.05 0.99 0.439
H -0.99787 3.35690 1.76515 -0.32 0.14 0.20 0.497
H -1.66459 -0.14782 2.36526 0.08 -1.07 -0.75 0.017
H 1.29948 -1.86895 1.48559 0.19 1.20 0.34 0.285
H -0.60246 -1.87548 -0.04298 -0.71 1.00 0.41 0.046
H -0.02531 1.83614 -3.16167 -0.16 -1.43 0.72 0.307
H -0.16938 3.05675 0.56645 0.39 -0.33 -0.63 0.342
H 0.80155 1.73391 3.92853 -0.34 -0.83 -0.13 0.333
H -3.05978 -1.51709 -0.35682 -1.71 -2.58 0.30 0.573
H -1.24704 1.96428 3.33085 3.13 -2.27 2.35 0.499
H 2.54185 3.92560 2.46882 -0.32 -0.67 0.11 0.282
H 1.35337 -2.69783 -2.01563 -1.08 -0.19 -0.57 0.405
H -2.19412 -0.57865 -1.49727 -0.29 0.12 0.53 0.170
H -0.34041 -2.52451 -3.45232 -0.39 0.22 -0.18 0.412
H -0.55100 -3.83799 -2.67621 -0.02 -0.05 0.03 0.293
H -0.41968 0.71144 -0.83920 0.60 -0.48 1.29 0.362

Energy relative to the best compared isomer or geometry (same formula, charge and spin) per entry: 51.4; 88.3; 8.1 kcal/mol
LUMO energy per entry: 0.20; -0.57; 0.13 eV